Entry from the Open Molecules 2025 dataset: a 4-piece molecular cluster, C26H58N2O15P3 overall (ωB97M-V/def2-TZVPD).

HOMO energy (alpha / beta) ... -8.40 / -9.21 eV
LUMO (alpha / beta) ... -0.14 / -0.14 eV
Molar mass ... 731.7 g/mol
Multiplicity ... 2
Energy ... -89462.7505 eV
Net charge ... 0
Kohn-Sham gap (alpha / beta) ... 8.262 / 9.069 eV

Each line ends with the Löwdin spin population.
Element x y z (Å)
C: -5.489 5.231 0.945  0.000
C: -4.875 4.263 1.954  0.000
C: -5.078 2.754 1.690  0.000
C: -5.182 2.070 3.062  0.000
C: -4.107 2.060 0.651  0.000
N: -4.911 1.139 -0.233  0.000
C: -5.607 0.055 0.408  0.000
C: -4.972 -1.310 0.365  0.000
O: -6.695 0.209 0.911  0.000
C: -5.601 1.610 -1.385  0.000
C: -6.430 2.871 -1.406  0.000
O: -5.567 0.927 -2.383  0.000
C: -3.038 1.137 1.305  0.015
C: -1.657 1.759 1.520  0.030
C: -0.804 0.651 2.165  -0.001
C: -1.599 2.935 2.511  0.004
N: -1.033 2.071 0.180  0.362
O: -0.302 1.122 -0.277  0.528
C: -2.043 2.464 -0.868  0.027
C: -2.327 1.392 -1.921  0.008
C: -1.417 3.648 -1.639  0.008
C: -3.294 3.050 -0.194  0.004
H: -6.565 5.080 0.866  0.000
H: -5.012 5.215 -0.031  0.000
H: -5.361 6.245 1.328  0.000
H: -5.371 4.468 2.906  0.000
H: -3.831 4.522 2.127  0.000
H: -6.078 2.672 1.270  0.000
H: -4.419 2.404 3.765  0.000
H: -5.144 0.984 3.003  0.000
H: -6.160 2.298 3.485  0.000
H: -4.209 -1.347 1.147  0.000
H: -5.713 -2.061 0.616  0.000
H: -4.479 -1.491 -0.586  0.000
H: -5.842 3.756 -1.633  0.000
H: -7.134 2.761 -2.227  0.000
H: -7.005 3.029 -0.498  0.000
H: -2.864 0.330 0.594  0.001
H: -3.361 0.645 2.218  0.002
H: -1.119 0.623 3.211  0.000
H: -1.025 -0.332 1.756  0.001
H: 0.252 0.900 2.178  0.000
H: -2.489 3.005 3.127  0.000
H: -0.711 2.836 3.131  0.000
H: -1.482 3.886 1.988  0.001
H: -3.184 1.705 -2.509  0.000
H: -2.426 0.383 -1.535  0.003
H: -1.485 1.372 -2.612  0.000
H: -1.372 4.534 -1.006  0.001
H: -2.036 3.851 -2.512  0.000
H: -0.418 3.369 -1.971  0.000
H: -2.892 3.816 0.465  0.001
H: -3.894 3.586 -0.924  0.000
C: 4.097 -0.586 -5.244  0.000
O: 3.504 -1.113 -4.035  0.000
P: 4.063 -0.646 -2.614  0.000
O: 3.854 -1.728 -1.649  0.000
O: 3.091 0.623 -2.396  0.000
C: 1.675 0.422 -2.364  0.002
O: 5.391 0.141 -2.239  0.000
C: 5.806 1.276 -3.023  0.000
H: 3.580 -1.037 -6.083  0.000
H: 3.989 0.502 -5.291  0.000
H: 5.148 -0.866 -5.296  0.000
H: 1.415 -0.563 -1.979  0.000
H: 1.265 0.541 -3.371  0.000
H: 1.237 1.178 -1.722  0.000
H: 5.093 2.091 -2.911  0.000
H: 5.911 1.013 -4.075  0.000
H: 6.775 1.588 -2.642  0.000
C: 3.926 -6.732 -4.581  0.000
O: 4.362 -5.809 -5.596  0.000
P: 5.187 -4.491 -5.170  0.000
O: 4.927 -3.452 -6.164  0.000
O: 6.652 -5.183 -5.310  0.000
C: 7.036 -5.751 -6.557  0.000
O: 5.549 -3.789 -3.796  0.000
C: 5.873 -4.551 -2.616  0.000
H: 3.408 -7.545 -5.082  0.000
H: 4.780 -7.137 -4.033  0.000
H: 3.238 -6.250 -3.887  0.000
H: 6.566 -5.231 -7.392  0.000
H: 6.772 -6.810 -6.591  0.000
H: 8.117 -5.658 -6.638  0.000
H: 6.809 -5.090 -2.762  0.000
H: 5.072 -5.245 -2.364  0.000
H: 5.981 -3.839 -1.803  0.000
C: 0.194 -2.554 6.936  0.000
O: 0.564 -1.631 5.896  0.000
P: 1.681 -0.473 6.184  0.000
O: 1.332 0.620 5.270  0.000
O: 2.893 -1.416 5.621  0.000
C: 2.780 -2.015 4.332  0.000
O: 2.725 0.159 7.237  0.000
C: 3.363 -0.657 8.238  0.000
H: -0.544 -3.235 6.520  0.000
H: 1.061 -3.130 7.270  0.000
H: -0.250 -2.031 7.784  0.000
H: 2.182 -1.401 3.660  0.000
H: 2.339 -3.010 4.410  0.000
H: 3.787 -2.110 3.931  0.000
H: 4.031 -1.375 7.766  0.000
H: 2.630 -1.177 8.854  0.000
H: 3.939 0.012 8.871  0.000

Forces on the atoms, in the same order (eV/Å):
C 0.21 0.34 0.41
C -0.18 0.01 0.04
C 0.16 0.46 0.20
C -0.18 -0.33 -0.19
C -0.36 -0.35 0.63
N 0.39 0.71 0.05
C -0.51 -0.65 -0.10
C 0.26 0.28 0.40
O 0.27 0.27 -0.22
C -0.15 -0.23 -0.40
C -0.19 0.10 -0.13
O -0.16 -0.17 0.21
C 0.05 0.30 -0.71
C 0.97 -0.72 1.12
C -0.70 0.20 0.70
C 0.26 0.56 -0.83
N -1.84 -1.54 -0.53
O 0.57 0.50 0.35
C 0.02 1.72 -0.68
C 0.74 0.03 -0.02
C -0.17 -0.38 0.16
C 0.23 -0.45 0.24
H -0.01 -0.15 -0.25
H -0.13 -0.14 -0.12
H 0.01 0.05 -0.04
H 0.00 0.00 0.05
H 0.07 -0.10 -0.02
H 0.02 -0.08 -0.14
H 0.08 0.00 -0.02
H -0.01 -0.04 0.01
H 0.03 0.14 0.10
H 0.10 -0.04 -0.06
H -0.10 -0.04 -0.17
H -0.07 0.00 -0.08
H 0.11 0.04 0.18
H 0.02 -0.09 -0.08
H 0.18 0.02 0.15
H 0.01 -0.02 -0.05
H -0.03 0.23 0.16
H 0.06 -0.10 0.05
H 0.40 -0.02 -0.29
H 0.09 -0.16 -0.24
H 0.02 -0.14 0.14
H -0.06 -0.01 0.18
H -0.11 0.05 0.00
H -0.22 -0.22 0.11
H -0.36 0.01 0.07
H 0.07 -0.11 0.03
H 0.13 0.09 -0.05
H 0.06 0.17 -0.06
H 0.07 0.08 -0.02
H -0.29 0.08 0.16
H 0.00 -0.15 -0.18
C -0.14 0.04 -0.04
O 1.96 0.22 -0.64
P -2.99 0.53 2.53
O 0.42 -0.33 -0.22
O 0.22 0.01 0.13
C -0.09 0.16 -0.35
O 0.61 -0.53 -1.88
C 0.11 0.14 0.07
H -0.01 -0.10 0.05
H -0.08 -0.04 0.08
H -0.03 -0.06 -0.08
H 0.07 -0.01 0.05
H 0.03 -0.11 -0.03
H 0.19 -0.07 0.00
H -0.06 -0.05 0.01
H 0.04 0.04 0.08
H 0.00 -0.06 0.06
C 0.09 -0.13 -0.05
O -1.20 0.53 1.97
P 3.48 0.44 -2.69
O -0.59 0.12 0.03
O 0.07 0.22 0.09
C -0.02 -0.16 0.00
O -1.79 -1.14 0.70
C 0.11 0.08 0.21
H 0.01 0.03 -0.07
H -0.01 0.00 -0.03
H -0.02 0.00 -0.02
H -0.02 0.02 0.01
H -0.06 0.01 -0.03
H 0.00 0.03 0.02
H -0.02 -0.01 -0.11
H 0.00 0.04 0.02
H -0.10 0.09 -0.06
C 0.09 -0.14 -0.09
O -0.77 0.66 2.80
P 3.50 0.00 -5.35
O -0.79 0.24 0.68
O 0.11 -0.05 -0.07
C -0.06 -0.17 0.07
O -2.12 -0.72 2.03
C 0.16 0.03 0.04
H 0.01 0.03 -0.06
H 0.00 0.00 -0.02
H -0.03 -0.02 -0.01
H -0.01 0.03 0.01
H -0.06 0.01 -0.03
H 0.01 0.04 0.01
H -0.06 0.00 -0.07
H 0.01 0.01 0.02
H -0.05 0.07 -0.03